# 1
Molecular formula: C5H5N3
Method: DFT, the ωB97M-V functional and the def2-TZVPD basis

Summary:
E_tot (a.u.): -357.658460
F_max (eV/Å): 8.439
SMILES: C#CCn1cncn1
Kohn-Sham gap (eV): 10.633

Last columns: bonded neighbours and bond lengths (Å).
Element x y z (Å)
1 C 0.60001 -0.01279 -2.89041  C2 1.181, H9 1.047
2 C 0.12056 0.42477 -1.90390  C1 1.181, C3 1.463
3 C -0.48617 0.97639 -0.69232  C2 1.463, N4 1.426, H10 0.990, H11 1.175
4 N -0.24793 -0.01239 0.30770  C3 1.426, C5 1.345, N8 1.385
5 C 0.68759 -0.88476 0.72221  N4 1.345, N6 1.342, H12 1.102
6 N 0.62029 -1.02100 2.05543  C5 1.342, C7 1.239
7 C -0.26681 -0.25675 2.45970  N6 1.239, N8 1.335, H13 1.040
8 N -0.93844 0.32133 1.46135  N4 1.385, C7 1.335
9 H 0.91594 -0.62746 -3.67751  C1 1.047
10 H -0.28008 1.92336 -0.49106  C3 0.990
11 H -1.61842 0.73812 -0.89709  C3 1.175
12 H 1.49475 -1.30615 0.10186  C5 1.102
13 H -0.60130 -0.26267 3.44404  C7 1.040

---

# 2
Molecular formula: C5H5N3
Method: DFT, the ωB97M-V functional and the def2-TZVPD basis

Summary:
E_tot (a.u.): -357.627559
F_max (eV/Å): 6.061
SMILES: N=c1nccccn1
Kohn-Sham gap (eV): 7.900

Last columns: bonded neighbours and bond lengths (Å).
Element x y z (Å)
1 N 1.76785 0.53073 2.12895  C2 1.282, H9 1.095
2 C 1.01192 0.20324 1.14622  N1 1.282, N3 1.395, N8 1.481
3 N 1.30823 0.66816 -0.13498  C2 1.395, C4 1.257
4 C 0.86367 0.84384 -1.29721  N3 1.257, C5 1.497, H10 1.286
5 C -0.38605 0.11627 -1.68252  C4 1.497, C6 1.456, H11 1.098
6 C -1.07869 -0.67336 -0.67443  C5 1.456, C7 1.433, H12 1.214
7 C -1.16276 -0.78111 0.75229  C6 1.433, N8 1.287, H13 1.190
8 N -0.34646 -0.21127 1.56740  C2 1.481, C7 1.287
9 H 1.48285 -0.04739 3.01452  N1 1.095
10 H 1.49392 1.63791 -2.08877  C4 1.286
11 H -0.75001 0.02108 -2.71424  C5 1.098
12 H -1.90549 -1.44680 -1.11302  C6 1.214
13 H -2.29898 -0.86131 1.09578  C7 1.190

---

# 3
Molecular formula: C5H5N3O
Method: DFT, the ωB97M-V functional and the def2-TZVPD basis

Summary:
E_tot (a.u.): -432.778182
F_max (eV/Å): 3.805
Kohn-Sham gap (eV): 8.438

Last columns: bonded neighbours and bond lengths (Å).
Element x y z (Å)
1 C -2.21011 0.23352 0.68175  C3 1.306, N6 1.140
2 C -1.36778 1.32700 2.70881  C3 1.179, H10 1.088
3 C -1.95287 0.81385 1.82300  C1 1.306, C2 1.179
4 C 0.85522 -0.87652 -0.51940  N7 1.200, O9 1.328
5 C 1.11914 0.43387 -2.54619  O9 1.441, H11 1.045, H12 1.114, H13 1.112
6 N -2.59607 -0.19662 -0.30045  C1 1.140
7 N 0.75467 -1.20241 0.63123  C4 1.200, N8 1.241
8 N 1.16459 -2.01599 1.47401  N7 1.241, H14 1.004
9 O 1.01217 0.29976 -1.11571  C4 1.328, C5 1.441
10 H -0.85916 1.72606 3.58388  C2 1.088
11 H 0.39791 -0.13766 -3.04033  C5 1.045
12 H 2.11728 -0.00198 -2.78110  C5 1.114
13 H 1.07550 1.51347 -2.81047  C5 1.112
14 H 0.48951 -1.91634 2.21097  N8 1.004

---

# 4
Molecular formula: C5H5N3O4
Method: DFT, the ωB97M-V functional and the def2-TZVPD basis

Summary:
E_tot (a.u.): -658.440215
F_max (eV/Å): 4.403
SMILES: C=CCN=C=C([N+](=O)[O-])[N+](=O)[O-]
Kohn-Sham gap (eV): 9.789

Last columns: bonded neighbours and bond lengths (Å).
Element x y z (Å)
1 C -0.68809 -1.38733 -1.83152  C2 1.368, H13 1.018, H14 1.061
2 C -0.91770 -1.94602 -0.60443  C1 1.368, C3 1.531, H15 1.033
3 C -1.75649 -1.11207 0.36724  C2 1.531, N4 1.455, H16 1.129, H17 1.140
4 N -1.22283 0.23526 0.49770  C3 1.455, C5 1.162
5 C -0.18898 0.75584 0.39703  N4 1.162, C6 1.344
6 C 1.00247 1.34416 0.59752  C5 1.344, N7 1.403, N10 1.412
7 N 1.72125 0.93644 1.73074  C6 1.403, O8 1.224, O9 1.221
8 O 1.08718 0.29457 2.55822  N7 1.224
9 O 2.90615 1.21401 1.83153  N7 1.221
10 N 1.36687 2.23343 -0.43634  C6 1.412, O11 1.227, O12 1.223
11 O 0.81728 2.17315 -1.53178  N10 1.227
12 O 2.15326 3.11668 -0.12481  N10 1.223
13 H -0.08113 -1.89569 -2.47082  C1 1.018
14 H -1.31495 -0.62154 -2.21356  C1 1.061
15 H -0.37020 -2.72255 -0.19784  C2 1.033
16 H -2.79866 -1.24848 -0.04541  C3 1.129
17 H -1.71544 -1.36989 1.47653  C3 1.140

---

Computed relative energy (zero: lowest compared OMol25 entry of this formula, charge and spin) (kcal/mol) in order:
71.6 91.0 166.6 170.4